{"formula": "C54H140O26P4", "method": "ωB97M-V with the def2-TZVPD basis set", "gap_ha": 0.368, "homo_energy_ev": -9.55, "max_force_ev_per_a": 3.42, "total_energy_ha": -5463.438380, "symbols": ["C", "C", "O", "P", "O", "O", "C", "C", "O", "C", "C", "H", "H", "H", "H", "H", "H", "H", "H", "H", "H", "H", "H", "H", "H", "H", "C", "C", "O", "P", "O", "O", "C", "C", "O", "C", "C", "H", "H", "H", "H", "H", "H", "H", "H", "H", "H", "H", "H", "H", "H", "H", "C", "C", "O", "P", "O", "O", "C", "C", "O", "C", "C", "H", "H", "H", "H", "H", "H", "H", "H", "H", "H", "H", "H", "H", "H", "H", "C", "C", "O", "P", "O", "O", "C", "C", "O", "C", "C", "H", "H", "H", "H", "H", "H", "H", "H", "H", "H", "H", "H", "H", "H", "H", "C", "C", "C", "O", "H", "H", "H", "H", "H", "H", "H", "H", "C", "C", "C", "O", "H", "H", "H", "H", "H", "H", "H", "H", "C", "C", "C", "O", "H", "H", "H", "H", "H", "H", "H", "H", "C", "C", "C", "O", "H", "H", "H", "H", "H", "H", "H", "H", "C", "C", "C", "O", "H", "H", "H", "H", "H", "H", "H", "H", "C", "C", "C", "O", "H", "H", "H", "H", "H", "H", "H", "H", "C", "C", "C", "O", "H", "H", "H", "H", "H", "H", "H", "H", "C", "C", "C", "O", "H", "H", "H", "H", "H", "H", "H", "H", "C", "C", "C", "O", "H", "H", "H", "H", "H", "H", "H", "H", "C", "C", "C", "O", "H", "H", "H", "H", "H", "H", "H", "H"], "xyz": [[0.179768, 0.243080, -5.213671], [1.570530, -0.285370, -4.937492], [2.309565, 0.743621, -4.273524], [3.794176, 1.012710, -4.605972], [4.613788, -0.177925, -4.519415], [4.137712, 2.278754, -3.713588], [4.320619, 2.200184, -2.272176], [4.291029, 3.570309, -1.758204], [3.791100, 1.590901, -6.005525], [3.089978, 2.845906, -6.263829], [3.084707, 3.080935, -7.774381], [-0.280400, -0.429470, -5.962166], [-0.498122, 0.228726, -4.367932], [0.041550, 1.236100, -5.633279], [1.603521, -1.156579, -4.258471], [1.948379, -0.695265, -5.837549], [3.609949, 1.488833, -1.826243], [5.266406, 1.677565, -2.080363], [4.840050, 4.189483, -2.495467], [3.301215, 3.950636, -1.634869], [4.879953, 3.612599, -0.801689], [2.057680, 2.743094, -5.890066], [3.554002, 3.662229, -5.734819], [4.023822, 2.939779, -8.350524], [2.359589, 2.379393, -8.150185], [2.689013, 4.113119, -7.972373], [6.720435, -1.414669, 1.731380], [5.231934, -1.304995, 1.351238], [4.472913, -2.101443, 2.216907], [3.211381, -1.671603, 3.041780], [2.300678, -0.774483, 2.318772], [2.576128, -3.049092, 3.450767], [1.451849, -3.654552, 2.689469], [1.898993, -4.353338, 1.439893], [3.879350, -1.075747, 4.395288], [3.211995, -0.487221, 5.492092], [4.193679, 0.305928, 6.321067], [6.861301, -1.278961, 2.843036], [7.189009, -2.397720, 1.395251], [7.250752, -0.590589, 1.330228], [4.880589, -0.264770, 1.366558], [5.167550, -1.791412, 0.379161], [1.007785, -4.318697, 3.394241], [0.753260, -2.896384, 2.452359], [2.101934, -3.658362, 0.628835], [2.888023, -4.778262, 1.587803], [1.326620, -5.181179, 1.102559], [2.471388, 0.152367, 4.993773], [2.772196, -1.249010, 6.070433], [4.694016, 1.095395, 5.811846], [3.615734, 0.667357, 7.144359], [4.863918, -0.398093, 6.803384], [-2.808647, 8.671944, -1.264572], [-1.558392, 8.412373, -0.438824], [-0.624833, 7.571676, -1.306060], [0.655077, 6.881494, -0.747962], [0.528237, 6.171379, 0.521615], [1.204559, 5.952274, -1.942178], [1.227308, 6.133107, -3.361799], [2.069734, 7.335112, -3.695266], [1.627632, 8.108400, -0.771457], [2.786071, 8.259018, 0.115921], [2.463409, 9.365013, 1.075294], [-2.580131, 9.337649, -2.109155], [-3.273322, 7.823124, -1.669593], [-3.590340, 9.088330, -0.625505], [-1.039620, 9.332417, -0.267517], [-1.821865, 7.918352, 0.457785], [1.687876, 5.191262, -3.731099], [0.195153, 6.140451, -3.743557], [1.593752, 8.234011, -3.311667], [3.053422, 7.254233, -3.320065], [2.043540, 7.437347, -4.786014], [2.940481, 7.282351, 0.564337], [3.546586, 8.527293, -0.680563], [3.353635, 9.513137, 1.669055], [2.229677, 10.327643, 0.594665], [1.643249, 9.036520, 1.705324], [-4.282094, -3.646732, 0.519844], [-3.749648, -2.185562, 0.484200], [-4.112765, -1.590012, -0.803726], [-5.076303, -0.385322, -1.038222], [-4.967924, 0.197337, -2.392027], [-6.517039, -1.016403, -0.845238], [-7.650384, -0.241711, -1.203837], [-8.009340, 0.802129, -0.167773], [-4.813075, 0.522315, 0.199681], [-4.208564, 1.815096, 0.053642], [-3.968766, 2.317920, 1.464300], [-3.691838, -4.286823, -0.194121], [-4.087313, -4.085005, 1.524535], [-5.343357, -3.711085, 0.220984], [-4.247686, -1.619689, 1.290458], [-2.675155, -2.025121, 0.686404], [-7.582343, 0.069702, -2.252544], [-8.557570, -0.892687, -1.201764], [-7.343751, 1.563886, -0.002056], [-9.036341, 1.222002, -0.372863], [-8.175240, 0.260504, 0.773924], [-3.244805, 1.733437, -0.540882], [-4.887052, 2.392213, -0.540924], [-3.140031, 1.768468, 1.976104], [-3.698396, 3.364443, 1.368375], [-4.956230, 2.264227, 1.933769], [-4.105768, -0.874372, -5.188342], [-5.459671, -0.667139, -5.882346], [-6.207987, 0.644889, -5.592922], [-5.097549, -0.667614, -7.318830], [-3.415529, -0.052965, -5.392619], [-3.700340, -1.875772, -5.429045], [-4.155111, -0.819796, -4.081265], [-6.168121, -1.517846, -5.669228], [-5.502386, 1.428947, -6.033271], [-6.494845, 0.846904, -4.533203], [-7.137818, 0.676859, -6.160457], [-5.900258, -0.668646, -7.859990], [2.980499, 3.215109, 2.085467], [1.573693, 2.705876, 1.893563], [1.228098, 2.600940, 0.439192], [1.225148, 1.529755, 2.563807], [3.766635, 2.617255, 1.499873], [3.196527, 3.188845, 3.168201], [3.004298, 4.274941, 1.769841], [0.862910, 3.394638, 2.311071], [0.267808, 2.074102, 0.195390], [2.043413, 1.992337, 0.012975], [1.241173, 3.584185, 0.060635], [1.882453, 0.838962, 2.319354], [-1.024224, 0.849019, 4.482945], [-0.860654, -0.358499, 3.472486], [-1.858850, -1.453019, 3.704464], [-0.950304, 0.077165, 2.129231], [-2.055359, 1.211466, 4.260564], [-0.255008, 1.612869, 4.348643], [-0.934450, 0.423778, 5.486968], [0.136380, -0.785764, 3.625483], [-1.968721, -1.817206, 4.729538], [-1.662805, -2.335940, 3.125189], [-2.824902, -0.918469, 3.517166], [-0.214744, 0.659172, 2.011288], [-2.840410, 2.442394, -3.610575], [-1.866925, 3.585764, -3.252253], [-0.660373, 3.207494, -2.483092], [-1.326338, 4.140946, -4.495689], [-2.275668, 1.653378, -4.041078], [-3.468199, 2.888941, -4.402633], [-3.424077, 1.954991, -2.767834], [-2.415088, 4.329554, -2.696799], [-0.942499, 2.644486, -1.536426], [-0.040871, 4.086299, -2.244070], [-0.004290, 2.570067, -3.079652], [-2.037133, 4.205964, -5.114176], [6.650479, -4.105684, -1.647373], [5.242888, -4.593263, -1.862795], [4.134494, -3.570380, -2.173651], [5.119958, -5.676426, -2.766657], [7.247777, -4.777757, -1.072014], [6.472484, -3.180318, -1.107169], [7.131822, -3.840880, -2.613627], [4.955781, -5.002950, -0.789311], [3.207279, -4.161991, -2.420786], [4.353269, -2.961844, -3.075119], [4.004833, -3.016775, -1.221656], [5.953391, -6.172446, -2.738402], [1.025337, -6.098998, 5.904200], [-0.441437, -6.303569, 5.415537], [-1.277028, -5.028299, 5.577278], [-0.271495, -6.624531, 4.023455], [1.012022, -5.359783, 6.733050], [1.563901, -5.647219, 5.088395], [1.440080, -7.059929, 6.259130], [-0.899083, -7.172206, 5.869324], [-1.860544, -4.919628, 4.679615], [-0.654081, -4.157955, 5.661373], [-2.063738, -4.958623, 6.395393], [-1.112421, -6.915094, 3.649145], [-2.018975, -9.729039, 3.737667], [-2.896114, -8.951432, 2.776624], [-4.279651, -8.686685, 3.303327], [-2.344839, -7.646252, 2.357078], [-0.967421, -9.879381, 3.363276], [-2.493877, -10.696349, 3.833961], [-2.009303, -9.392254, 4.786038], [-3.024294, -9.565185, 1.886404], [-4.908401, -8.298057, 2.522431], [-4.418192, -8.072380, 4.195154], [-4.776263, -9.654507, 3.488500], [-1.462477, -7.795153, 1.964001], [-0.770559, -6.390735, -0.765759], [0.194691, -7.479101, -0.320908], [1.663437, -7.344848, -0.664961], [0.121530, -7.661552, 1.140668], [-0.549351, -5.591793, -0.140529], [-1.780546, -6.678768, -0.750839], [-0.534392, -6.063633, -1.765118], [-0.031802, -8.446089, -0.771093], [2.223269, -8.174677, -0.284169], [2.020615, -6.365348, -0.396853], [1.793454, -7.461704, -1.748316], [0.986563, -7.612899, 1.623099], [0.146776, 4.849625, 5.276930], [-0.204574, 5.842204, 4.100252], [-0.664965, 7.167870, 4.704613], [0.900276, 5.985710, 3.225445], [0.610704, 3.862120, 4.909373], [-0.782567, 4.568983, 5.773388], [0.788647, 5.377750, 5.957585], [-1.033657, 5.370886, 3.556326], [-0.842020, 8.007656, 4.004182], [0.023785, 7.515023, 5.478981], [-1.582947, 7.035030, 5.276801], [0.624481, 6.023075, 2.274283], [-0.392351, -2.937101, -1.808369], [0.077207, -1.801384, -0.829564], [-0.484716, -0.425695, -1.281329], [-0.433202, -2.177745, 0.418818], [-0.020526, -2.720998, -2.826036], [-1.508192, -3.037812, -1.767670], [-0.044688, -3.944680, -1.411832], [1.173557, -1.755381, -0.877786], [-0.255160, 0.236572, -0.390368], [-1.597343, -0.601920, -1.411978], [0.000592, 0.034184, -2.112941], [-0.426254, -1.362037, 0.986318]], "atomic_forces_ev_per_a": [[-1.2230, -1.0613, -0.5400], [-1.1085, -0.0946, 1.4975], [-1.4220, 0.1713, 0.4445], [0.9344, -0.6312, 1.7195], [0.9303, -0.7494, 0.4273], [-0.1875, -0.3330, 0.3766], [0.3208, -2.2463, -0.6438], [1.7460, 1.0068, 0.7505], [-0.0714, 2.1280, -2.6824], [0.1071, -0.3826, -0.8005], [-0.4698, 0.7254, 0.0165], [0.0678, 0.1579, 0.3137], [0.1301, -0.1445, 0.4428], [0.8316, 0.2401, -0.0932], [-0.5111, 0.3616, -0.1004], [1.2602, 0.3640, -1.0869], [-0.4205, 0.5203, -0.2009], [0.1912, 0.4409, -0.2502], [-0.2954, -0.0968, 0.4697], [-0.6717, 0.3462, 0.1908], [-0.7938, 0.1275, -0.6939], [0.3183, 0.0782, -0.1759], [0.4267, 0.0733, 0.3209], [-0.3663, 0.1105, 0.8926], [-0.2477, -0.2317, -0.6094], [0.3693, -0.8824, 0.1292], [-0.1976, -1.0614, 1.4670], [1.5423, 0.0025, -0.2406], [-0.5277, -0.8595, 0.8280], [0.5873, -0.0943, 1.1770], [0.0543, 0.0950, -0.1360], [-0.2773, 0.0330, -0.1738], [0.6992, -0.0731, 0.2177], [1.9831, 0.5900, -0.0587], [0.6617, -1.5225, -2.1277], [-0.0865, 1.6883, -1.5410], [-0.7029, -1.4268, 0.4776], [-0.2956, -0.4597, -1.0088], [-0.6821, 1.3103, 0.5077], [0.6607, 0.6915, -0.8638], [0.0519, -0.2781, -0.2512], [-0.4842, 0.5737, -0.3234], [-0.2612, -0.5903, 0.4416], [-0.6382, 0.9096, -0.1674], [-0.5270, 0.2133, -0.2338], [0.2938, -0.2608, 0.4433], [-1.1234, -0.2905, -0.0120], [-0.3286, 0.1159, 0.8025], [-0.7858, -0.9023, 0.7630], [0.3635, 0.4797, -0.4352], [-0.3790, 0.7870, 0.5626], [0.5833, 0.0211, -0.2468], [0.6011, 1.3019, 0.2124], [0.2901, -0.7049, -2.5419], [-2.0202, 0.4758, 0.5294], [0.7118, -0.0609, -1.8018], [0.0861, -0.4061, 0.2577], [-0.8305, -0.0942, 1.9185], [0.1993, -0.5936, 0.0500], [-1.8321, 0.2815, -1.2741], [0.2424, 0.4410, 0.6548], [-0.4253, 0.4216, -2.5503], [0.4506, 0.0100, -0.0062], [-0.1851, -0.0294, 0.3730], [-0.1820, -1.6037, -0.4910], [0.2356, 0.4552, 0.0160], [0.3818, 0.4451, 0.3413], [0.2380, -0.8084, 0.9448], [-0.2432, 0.5757, 0.1298], [0.3533, 0.2872, 0.0775], [0.0922, 0.1020, 0.1571], [1.1103, -0.1393, 0.3129], [0.4225, 0.0167, 0.0699], [0.4848, 0.1386, 0.3234], [-0.1924, -0.3647, 1.5449], [0.1576, 0.1861, 0.5345], [-0.0086, -0.5291, -0.0618], [-0.0870, 0.1316, 0.2228], [1.4868, -0.1420, -0.4902], [-1.1748, -0.0718, 0.7376], [0.5933, -0.5780, 0.1350], [0.0166, -1.0430, -1.6420], [0.2696, 0.3919, 1.0079], [-0.0317, -0.2349, 0.6548], [-1.8426, -0.3744, -0.3485], [-2.8648, -1.5621, 0.0247], [-0.2115, 0.3837, 0.4337], [1.7973, -0.6142, -0.1763], [0.0382, 0.0658, -0.6831], [-0.5616, 0.6262, 0.5439], [-0.3875, 0.3467, -0.5714], [0.4780, 0.1928, 0.3868], [-0.0275, -0.1008, -0.3814], [-0.4540, -0.5469, -0.6681], [0.3846, 0.4436, 0.3350], [0.9808, -0.1729, -0.0129], [1.7296, 1.8763, 0.2009], [1.1062, -0.2205, -0.1680], [0.3376, 0.1519, -0.0554], [-0.9764, -0.0444, 0.7069], [-0.3624, 0.7659, -0.1232], [-0.9570, 0.2849, -0.3389], [0.1698, 0.2611, 0.2587], [0.4427, -0.0805, 0.5509], [-0.4223, -0.1937, 1.1831], [-0.1749, -0.4343, -0.5085], [1.2383, 0.7633, -0.2683], [-0.5727, -0.1831, 0.8235], [0.0491, -0.2093, -0.6624], [-0.0103, 0.7122, -0.2298], [-0.5281, -0.1999, -0.6609], [0.8380, 0.4964, -0.2188], [-1.1358, -0.5456, 0.9209], [0.7293, -0.2732, -0.6867], [-0.0067, -0.0479, -0.2147], [0.1395, 0.0240, 0.3115], [0.7901, -0.2293, 0.1753], [-1.3701, 0.5646, -0.3205], [0.2349, -1.8630, -0.2959], [1.3224, -0.8271, 0.2185], [-1.1026, 0.7287, 0.8133], [0.2252, 0.0186, -0.4582], [0.1583, -0.5099, 0.0573], [-0.0284, 0.9552, 0.3943], [0.7823, 0.7530, 0.5458], [-0.3001, 0.1835, -0.4896], [-0.0751, 1.1032, -0.9954], [-0.4878, -0.1372, 0.3694], [-0.7171, -1.4373, -1.1474], [1.4750, 0.5777, 1.5344], [-1.6095, 1.1855, 0.5623], [-1.5886, -1.1531, -0.1047], [0.7005, 0.2043, 0.6054], [-0.3109, -0.1470, -0.1712], [-0.2773, 0.2541, 0.0310], [0.2025, 0.1301, -0.0069], [0.5257, 0.3660, 0.1574], [-0.2359, -0.1991, -0.7871], [0.2320, -1.1008, -0.3748], [1.2228, 1.1136, -0.0487], [-0.1802, 0.7805, 0.7950], [-0.2406, -0.5653, -1.0555], [0.7154, -0.8300, 1.5233], [0.2218, -0.0964, 1.2362], [0.5398, -0.8000, -0.6095], [-0.3768, -0.6204, 0.4804], [0.4839, 1.0413, -1.0517], [-0.2844, 0.6919, 0.0599], [0.4045, 0.7840, -1.0585], [-0.4709, -0.3326, 0.2327], [-0.1557, -0.2881, -0.0385], [-0.7360, 0.1254, -0.6721], [-0.6953, 1.4347, -1.5570], [-1.5035, -1.4922, 2.4321], [0.1318, -0.8738, -0.3042], [0.6574, -0.1744, -0.3132], [0.4120, -0.4791, 0.3155], [0.6393, 0.2490, 0.3033], [-0.1147, -0.1717, 0.5571], [0.2364, 0.5570, -1.6674], [0.8015, 0.6360, 0.5012], [0.0063, 0.0373, 0.7499], [-0.2507, 0.2079, -0.8969], [-0.4106, 0.1106, -0.0927], [-1.5298, -0.0880, 1.2293], [1.1531, 0.2952, -0.4970], [-1.3370, -0.2381, 0.6017], [0.2014, 0.2427, 0.2770], [0.1954, -0.5925, -0.2537], [0.4394, -0.1124, -0.2665], [0.1349, 0.6102, -0.3774], [-0.2039, -0.1034, 0.5323], [-0.2643, 0.1555, -0.5458], [0.4034, 0.4816, 0.0302], [1.2534, -0.5391, -0.5668], [-0.3548, -0.0134, -0.1506], [0.7612, -0.2797, 0.1873], [0.5159, 1.5845, -0.1166], [-1.0267, -1.0353, 0.0869], [-0.2974, -1.2515, 0.7086], [-1.0463, 0.2490, 0.3711], [0.0679, -0.5765, -0.1832], [0.1581, 0.5561, -0.4616], [0.1300, -0.0319, -0.2600], [-0.0839, 0.6531, -0.4371], [0.5520, 0.0290, -0.0601], [0.3239, 0.1253, 0.3074], [-0.0722, 0.0230, -0.1822], [1.9108, -1.1605, -0.6100], [0.8476, -1.4401, 0.7592], [-0.7121, 0.6943, -1.5530], [0.2173, 0.1189, 0.0587], [-0.2024, 1.7536, 1.2399], [-1.2975, -0.3978, 0.3893], [0.1412, -0.0780, -0.5308], [-0.7337, -0.1296, 0.1900], [0.3896, -0.2258, 0.7732], [0.6309, 0.1784, 0.2391], [-0.1061, 0.3280, 0.0274], [-1.1091, 0.0639, -1.0493], [-0.1129, -0.7026, -1.8409], [-0.0301, -0.9440, 0.3988], [-0.1891, 0.4549, 0.3251], [0.0175, 0.0970, -0.3424], [-0.4721, 1.6722, 0.3996], [0.0147, 0.1229, 0.1838], [0.4854, -0.0875, 0.4494], [-0.0362, 0.1805, -0.0838], [0.2247, -0.6520, 0.0603], [0.3865, 0.0420, -0.2912], [-0.3002, -0.2021, -0.1788], [0.1350, 0.0260, 0.9381], [0.1299, -0.3831, 1.1212], [-0.7281, -0.7224, -2.3562], [-0.8107, -0.7967, 2.5211], [0.3157, 1.0788, 0.9532], [-0.2877, -0.3775, 0.3666], [0.8110, 0.4718, -0.2894], [0.0296, 1.3701, -0.7404], [0.0736, -0.0857, 0.4056], [-0.7213, -0.4223, -1.0535], [1.1523, 0.7505, 0.0193], [0.2412, -0.0183, -0.8291], [-0.1808, -0.7263, -0.2085]], "lowdin_charge": [-0.07, -0.24, -0.17, 0.24, -0.21, -0.18, -0.27, -0.07, -0.14, -0.23, -0.07, 0.09, 0.04, 0.07, 0.12, 0.11, 0.11, 0.12, 0.10, 0.05, 0.10, 0.11, 0.10, 0.09, 0.06, 0.09, -0.06, -0.26, -0.17, 0.43, -0.21, -0.15, -0.18, -0.04, -0.18, -0.27, -0.05, 0.09, 0.09, 0.05, 0.12, 0.09, 0.09, 0.07, 0.07, 0.09, 0.04, 0.12, 0.11, 0.07, 0.07, 0.08, -0.07, -0.16, -0.18, 0.36, -0.21, -0.22, -0.25, -0.07, -0.22, -0.22, -0.07, 0.09, 0.05, 0.08, 0.11, 0.10, 0.12, 0.12, 0.07, 0.07, 0.09, 0.11, 0.14, 0.08, 0.09, 0.08, -0.05, -0.22, -0.18, 0.35, -0.24, -0.16, -0.28, -0.07, -0.18, -0.26, -0.05, 0.08, 0.08, 0.08, 0.11, 0.10, 0.11, 0.13, 0.03, 0.10, 0.09, 0.12, 0.11, 0.08, 0.07, 0.08, -0.06, -0.45, -0.07, -0.10, 0.06, 0.09, 0.05, 0.14, 0.10, 0.07, 0.06, 0.08, -0.03, -0.51, -0.03, -0.10, 0.09, 0.08, 0.08, 0.12, 0.07, 0.09, 0.05, 0.05, -0.02, -0.49, -0.05, -0.07, 0.08, 0.05, 0.08, 0.11, 0.08, 0.07, 0.10, 0.02, -0.03, -0.46, -0.05, -0.06, 0.04, 0.08, 0.07, 0.12, 0.09, 0.06, 0.08, 0.06, -0.06, -0.53, -0.05, -0.06, 0.07, 0.06, 0.10, 0.15, 0.09, 0.09, 0.06, 0.09, -0.04, -0.45, -0.05, -0.09, 0.08, 0.06, 0.08, 0.12, 0.06, 0.05, 0.10, 0.04, -0.06, -0.45, -0.07, -0.09, 0.10, 0.07, 0.08, 0.13, 0.07, 0.08, 0.09, 0.03, -0.03, -0.42, -0.05, -0.10, 0.04, 0.07, 0.08, 0.13, 0.08, 0.06, 0.09, 0.12, -0.05, -0.49, -0.07, -0.09, 0.09, 0.07, 0.06, 0.13, 0.08, 0.07, 0.07, 0.03, -0.03, -0.48, -0.02, -0.08, 0.07, 0.09, 0.06, 0.12, 0.06, 0.10, 0.05, 0.06]}